1 | Molecular formula: C20H23N3O2
Method: DFT, ωB97M-V with the def2-TZVPD basis set

Last column: natural (NBO) charge in e.
Atoms and positions in Å:
O: -5.69755 -1.44132 0.70915  -0.60
O: -0.11984 1.40825 -2.54962  -0.69
N: 0.44879 2.36402 -0.35968  -0.46
N: 2.42209 1.22250 1.01242  -0.48
N: -3.76267 -1.56362 -0.31538  -0.56
C: 4.50250 -3.00644 -0.62111  -0.30
C: -2.21771 0.04663 -0.66234  -0.21
C: -1.79225 1.31339 -0.50348  -0.08
C: -3.82860 2.14262 0.22997  -0.20
C: 3.93867 -1.37979 1.04043  -0.12
C: 0.42470 2.41220 0.99711  -0.25
C: 2.35490 -1.94299 -0.69184  -0.16
C: -3.39739 -0.37079 -0.37113  0.17
C: -4.95877 -3.59976 -0.05979  -0.70
C: -2.54128 2.46307 -0.27875  -0.20
C: 2.75740 -1.01377 0.30898  -0.11
C: 4.75686 -2.40960 0.44053  -0.16
C: -0.34626 1.83065 -1.23633  0.69
C: 1.78673 -0.30006 0.83862  -0.22
C: 1.72503 2.78006 -0.84044  -0.30
C: 1.82856 2.29159 1.56320  -0.20
C: 3.34819 -2.91475 -1.18473  -0.15
C: -4.19109 0.76477 0.29942  -0.24
C: 2.81700 1.68360 -0.49614  -0.25
C: -4.81634 -2.12519 0.15612  0.65
H: 2.09141 3.82730 -0.66295  0.21
H: 4.11286 -0.96697 1.87918  0.19
H: 5.22010 -3.66965 -0.88668  0.22
H: 5.67606 -2.63363 1.10533  0.21
H: -4.80001 -3.82859 -1.23110  0.22
H: 3.10767 -3.43229 -2.31981  0.21
H: 3.91459 2.21103 -0.29391  0.20
H: 1.52019 -1.69233 -1.08316  0.19
H: -1.58122 -0.77321 -1.11749  0.20
H: -3.25694 -2.07551 -0.82096  0.38
H: -5.26481 0.76326 0.70905  0.26
H: -0.52031 1.90190 1.34278  0.25
H: -4.08878 -4.21436 0.37363  0.23
H: 0.10886 3.56619 1.25640  0.17
H: 1.60621 1.74520 2.79838  0.17
H: -5.80658 -4.16256 0.27260  0.25
H: 0.75802 0.02107 0.30642  0.21
H: 3.00072 1.01349 -1.32164  0.23
H: 2.23794 3.13102 1.94212  0.23
H: -2.15684 3.28453 -0.26381  0.18
H: 1.45413 -0.31467 1.88101  0.23
H: -4.51878 2.98915 0.61831  0.22
H: 1.74386 2.65440 -1.90889  0.26

The HOMO energy is -8.21 eV. The LUMO energy comes out at 0.4 eV. The gap between HOMO and LUMO comes out at 8.61 eV.



2 | Molecular formula: C20H23N3O2
Method: DFT, ωB97M-V with the def2-TZVPD basis set

Last column: natural (NBO) charge in e.
Atoms and positions in Å:
O: -3.04117 -2.83327 -0.58066  -0.50
O: -0.01561 3.96337 -1.16523  -0.63
N: 1.92878 2.89580 -0.75182  -0.60
N: -0.83308 -2.78478 -1.24342  -0.15
N: 0.22399 -1.99956 -1.45264  -0.31
C: -0.37828 -6.42081 -0.26458  -0.60
C: -5.35340 -3.11439 -0.12673  -0.62
C: 2.73279 4.09783 -0.70328  -0.27
C: -1.56916 -0.76199 -0.75736  -0.23
C: -0.08895 1.60061 -0.89573  -0.13
C: 4.57832 4.45822 0.97988  -0.25
C: -0.19137 -0.76409 -1.17094  0.18
C: -0.51663 -4.91686 -0.07448  -0.40
C: -0.73424 -4.20890 -1.41360  -0.22
C: 3.22315 4.37893 0.69323  0.05
C: -1.92346 -2.11438 -0.82405  0.47
C: 5.00833 4.70272 2.27317  -0.21
C: 2.73142 4.77967 3.01469  -0.19
C: -2.18869 0.45856 -0.42740  -0.18
C: -4.21899 -2.11182 -0.25751  -0.06
C: 4.08623 4.86174 3.29268  -0.22
C: 0.54178 0.43079 -1.23827  -0.20
C: 2.30260 4.54070 1.72240  -0.24
C: 0.58823 2.92789 -0.95217  0.66
C: -1.45136 1.60320 -0.50423  -0.21
H: -3.22362 0.49853 -0.12348  0.21
H: -0.22519 -6.91085 0.69345  0.22
H: -4.07263 -1.57368 0.68794  0.18
H: -1.36398 -4.70269 0.57946  0.21
H: -1.65708 -4.56641 -1.87838  0.21
H: 1.24729 4.48224 1.49895  0.22
H: 0.38498 -4.51588 0.39241  0.21
H: 4.42186 5.05051 4.30180  0.21
H: 2.00842 4.90565 3.80728  0.21
H: -1.27546 -6.83223 -0.72157  0.20
H: -1.89429 2.55955 -0.27180  0.23
H: -6.27332 -2.59659 0.12793  0.22
H: -4.43676 -1.38495 -1.05019  0.18
H: 5.30197 4.33386 0.18635  0.21
H: -5.49148 -3.64596 -1.06440  0.22
H: 0.46982 -6.64808 -0.90622  0.20
H: 2.36457 2.03597 -0.46065  0.40
H: -5.12375 -3.83722 0.65153  0.21
H: 1.56190 0.39352 -1.58757  0.22
H: 0.11148 -4.38953 -2.07964  0.23
H: 2.08081 4.90780 -1.04638  0.25
H: 6.06578 4.76658 2.48483  0.21
H: 3.57747 4.00065 -1.39361  0.20

The HOMO energy is -7.69 eV. The LUMO energy comes out at 0.6 eV. The gap between HOMO and LUMO comes out at 8.29 eV.



The structure with the least stability is 1.



1 | Molecular formula: CH4OP2
Method: DFT, ωB97M-V with the def2-TZVPD basis set

Last column: natural (NBO) charge in e.
Atoms and positions in Å:
P: 0.82088 0.97431 0.50689  0.36
P: -0.60424 -1.24561 -1.24901  1.32
O: -1.30839 -0.24945 -1.98307  -0.99
C: -0.43331 -0.22244 0.66544  -1.05
H: 1.19146 1.05595 -0.84615  -0.04
H: -1.41571 0.26811 0.65739  0.24
H: -0.08943 -0.74972 1.42310  0.22
H: 1.83875 0.16886 0.82540  -0.06

The HOMO energy is -8.31 eV. The LUMO energy comes out at -0.9 eV. The gap between HOMO and LUMO comes out at 7.45 eV.



2 | Molecular formula: CH4OP2
Method: DFT, ωB97M-V with the def2-TZVPD basis set

Last column: natural (NBO) charge in e.
Atoms and positions in Å:
P: -0.29963 -1.08647 -1.15387  0.32
P: -1.75930 0.39916 -2.06872  1.03
O: -2.19649 -0.15973 -3.35391  -1.03
C: -0.16724 -0.37810 0.54931  -0.97
H: 0.77342 -0.90884 0.92755  0.24
H: 0.13118 0.60860 0.46347  0.24
H: 0.23430 0.59701 -1.90869  -0.07
H: -0.98755 -0.33980 1.20117  0.24

The HOMO energy is -8.59 eV. The LUMO energy comes out at -1.0 eV. The gap between HOMO and LUMO comes out at 7.63 eV.



The structure with the least stability is 2.



1 | Molecular formula: BH20O8
Method: DFT, ωB97M-V with the def2-TZVPD basis set

Last column: natural (NBO) charge in e.
Atoms and positions in Å:
O: 2.85462 -2.66355 0.25769  -0.98
O: -1.76838 -1.55355 3.54669  -0.96
O: 1.73262 0.02645 -3.00531  -0.93
O: -2.71038 -1.56555 0.75469  -0.97
O: 3.24762 2.60645 1.39869  -0.93
O: -0.25038 2.41545 0.94069  -1.01
O: -2.96638 1.99345 -0.85731  -0.93
O: -1.41138 -0.83655 -3.12331  -0.93
B: 0.42762 -0.12255 0.26769  -0.83
H: -2.57938 1.93045 -1.93331  0.45
H: -1.71738 -1.48555 2.59169  0.50
H: 2.68562 2.01145 1.06769  0.47
H: 4.04062 2.05545 1.48069  0.46
H: -0.94738 -0.02955 -3.33731  0.47
H: 1.24362 -0.34955 -2.26731  0.48
H: -0.35338 0.06045 1.30369  -0.02
H: 1.95562 -0.82655 -3.14431  0.45
H: -1.06338 -1.79255 3.95569  0.45
H: 0.21862 3.15845 0.42269  0.47
H: -0.10738 1.54545 0.72869  0.51
H: -1.31838 -0.78955 -2.23031  0.47
H: 2.33762 -3.50955 0.60769  0.46
H: -2.18338 2.11645 -0.42931  0.48
H: 0.37062 -1.27655 0.02369  -0.04
H: -1.93138 -1.02555 0.42569  0.50
H: -0.06938 0.65345 -0.50331  -0.04
H: -3.36338 -1.04155 0.23769  0.47
H: 2.11462 -1.94955 0.32869  0.51
H: 1.51162 0.24445 0.49069  -0.03

The HOMO energy is -6.51 eV. The LUMO energy comes out at 2.9 eV. Its net charge is -1. The gap between HOMO and LUMO comes out at 9.44 eV.



2 | Molecular formula: BH20O8
Method: DFT, ωB97M-V with the def2-TZVPD basis set

Last column: natural (NBO) charge in e.
Atoms and positions in Å:
O: 3.05287 1.98148 0.88283  -0.96
O: -0.93919 2.14198 3.39861  -0.96
O: 4.88673 0.31422 -1.83584  -0.95
O: 1.41565 0.72948 -3.42199  -0.96
O: -2.53371 2.32721 -1.73802  -0.95
O: -4.12196 -0.68645 2.18621  -0.95
O: -2.73902 -2.46729 -1.92776  -0.95
O: 1.82876 -2.97913 1.85936  -0.96
B: -0.36611 -0.17059 0.64438  -0.84
H: 1.91399 -2.20309 2.41320  0.48
H: -0.82280 1.72098 2.54688  0.50
H: 4.06570 0.26531 -2.32548  0.49
H: -3.41342 2.00686 -1.93735  0.46
H: -2.15315 1.65069 -1.17790  0.49
H: 3.76949 1.59822 0.37707  0.47
H: 0.10241 -0.34924 1.59979  -0.02
H: 1.17800 -2.73419 1.20153  0.49
H: -1.26482 0.41923 0.73746  -0.05
H: -2.48178 -3.36986 -2.11599  0.46
H: 5.56249 0.09727 -2.47811  0.46
H: -1.19789 1.43065 3.98455  0.46
H: 0.36378 0.26918 -0.01753  -0.04
H: 0.95872 1.28838 -4.05054  0.47
H: -2.16083 -2.19674 -1.21451  0.49
H: -3.39709 -0.35551 1.65585  0.49
H: 2.30432 1.41083 0.70886  0.49
H: 0.78346 0.59583 -2.71580  0.49
H: -0.72147 -1.14955 0.36227  -0.04
H: -3.87314 -1.58616 2.39800  0.46

The HOMO energy is -6.28 eV. The LUMO energy comes out at 2.8 eV. Its net charge is -1. The gap between HOMO and LUMO comes out at 9.08 eV.



The structure with the least stability is 1.



1 | Molecular formula: C5H9ClN
Method: DFT, ωB97M-V with the def2-TZVPD basis set

Last column: natural (NBO) charge in e.
Atoms and positions in Å:
Cl: -0.67404 1.16666 -1.42514  0.28
N: 2.54683 0.41554 -0.31495  -0.40
C: 2.22419 -0.68024 -0.86685  -0.08
C: -2.90217 0.01237 -0.50758  -0.37
C: -1.55161 0.27059 -0.26581  0.15
C: -3.88769 -0.30223 0.39398  0.01
C: 3.14635 0.53089 0.97475  -0.47
H: 3.01564 1.50423 1.47257  0.21
H: -1.03922 0.10701 0.57297  0.22
H: 2.64933 -0.01304 1.78193  0.19
H: -4.94008 -0.39158 0.06988  0.25
H: -3.65068 -0.57560 1.32880  0.20
H: 4.19770 0.26081 0.87778  0.23
H: -3.20431 -0.03496 -1.55410  0.26
H: 2.26489 -1.76675 -0.57182  0.17
H: 1.80487 -0.50371 -1.96642  0.16

The HOMO energy is -12.28 eV. The LUMO energy comes out at -7.7 eV. Its net charge is +1. The gap between HOMO and LUMO comes out at 4.61 eV.



2 | Molecular formula: C5H9ClN
Method: DFT, ωB97M-V with the def2-TZVPD basis set

Last column: natural (NBO) charge in e.
Atoms and positions in Å:
Cl: -2.53091 -1.62017 0.88978  0.07
N: -1.51566 0.39407 -0.27229  -0.49
C: 0.10354 -1.26977 0.37775  -0.29
C: -0.17797 0.88629 -0.72283  -0.28
C: -1.13326 -0.61784 0.82234  -0.07
C: 0.78936 -0.28649 -0.58674  -0.22
C: 1.40741 -0.57124 0.76164  -0.40
H: 2.34113 -0.99043 0.90543  0.26
H: 1.48502 0.19898 1.43676  0.22
H: -0.03260 1.18421 -1.74768  0.27
H: -2.03829 1.23086 -0.05250  0.45
H: -1.97221 -0.08567 -0.96243  0.44
H: 1.32797 -0.78747 -1.47417  0.27
H: 0.30178 1.56789 -0.08735  0.25
H: 0.06937 -2.36382 0.44391  0.28
H: -0.85220 -0.14022 1.70512  0.24

The HOMO energy is -15.18 eV. The LUMO energy comes out at -3.3 eV. Its net charge is +1. The gap between HOMO and LUMO comes out at 11.90 eV.



The structure with the least stability is 1.